Entry 1:
# C17H25BrN2O3P

An isolated ion of composition C17H25BrN2O3P and charge +1 at a distorted geometry (the ωB97M-V functional and the def2-TZVPD basis, OMol25).

Each line ends with the natural charge from an NBO analysis.
Cartesian coordinates (Å):
C -1.0836 4.2336 1.8787  -0.404
C -1.2822 2.9881 1.1560  -0.211
C 0.0388 2.1409 0.8301  -0.299
N -0.1642 1.0637 -0.1971  -0.354
C -0.3899 -0.3287 0.2038  0.327
C -0.4711 -0.7962 1.7439  -0.480
C 0.9338 -1.2815 2.3614  -0.222
C 1.6404 -0.1480 3.3097  -0.631
C 0.5814 -2.5118 3.3676  -0.621
C -0.5748 -1.4813 -0.8597  -0.041
C -0.7760 -3.0198 -0.4590  -0.453
C 0.5596 -3.8038 -0.9527  -0.520
C 1.6859 -3.9266 0.1759  0.774
O 1.5744 -4.6779 1.1747  -0.530
O 2.9375 -3.2061 0.0789  -0.699
C -0.5674 -1.1405 -2.3908  0.004
Br -0.8560 -2.5268 -3.8050  0.172
C -0.3164 0.3823 -2.7515  -0.405
P -0.2585 0.8042 -4.5937  1.413
O 1.1796 1.1447 -5.0784  -1.043
C -0.1114 1.4444 -1.6099  0.368
C 0.1111 2.9560 -2.1058  -0.537
C -1.3710 3.6242 -2.1212  0.127
N -2.4355 2.8829 -1.8250  -0.638
H -1.4314 4.3796 2.9716  0.238
H -0.5320 5.1299 1.4112  0.219
H -2.3180 2.5898 0.8609  0.246
H 0.8579 2.9025 0.5204  0.250
H 0.4058 1.7240 1.8433  0.275
H -0.8052 0.1143 2.3785  0.246
H -1.2917 -1.5903 1.9205  0.267
H 1.7074 -1.5759 1.5762  0.209
H 0.8813 0.6790 3.5985  0.198
H 1.9398 -0.6522 4.2966  0.241
H 2.5943 0.2745 2.8434  0.227
H -0.2453 -2.1428 4.0931  0.209
H 1.4861 -2.7961 4.0162  0.243
H 0.1200 -3.4072 2.8150  0.228
H -0.8922 -3.2078 0.6597  0.259
H -1.7303 -3.4126 -0.9671  0.263
H 1.0665 -3.2835 -1.8540  0.233
H 0.2849 -4.8621 -1.3310  0.278
H 2.7656 -2.2656 -0.1517  0.479
H -1.1122 1.9705 -4.7502  -0.045
H -0.8064 -0.2028 -5.4460  0.004
H 0.8187 3.5631 -1.4482  0.266
H 0.5012 3.0359 -3.1786  0.294
H -1.5645 4.7302 -2.3348  0.210
H -3.2847 3.4896 -1.8744  0.366

Calculated values
Charge   +1
Gap between HOMO and LUMO   6.78 eV
E_HOMO   -11.54 eV
Calculated total energy   -3912.7754 a.u.
Relative energy (zero: lowest compared OMol25 entry of this formula, charge and spin)   450.1 kJ/mol
LUMO   -0.1750 hartree
SMILES   [H]/N=C/Cc1c([PH2]=O)c(Br)c(CCC(=O)O)c(CC(C)C)[n+]1CC=C

Entry 2:
# C4H8N2O

One molecule with the formula C4H8N2O at a distorted geometry (the ωB97M-V functional and the def2-TZVPD basis, OMol25).

Each line ends with the natural charge from an NBO analysis.
Cartesian coordinates (Å):
C 1.3890 0.1019 0.0386  -0.314
C -1.3187 0.2527 1.1953  -0.714
C -0.7652 0.9994 0.0215  0.566
C 0.9451 -1.1690 -0.8983  0.191
O -1.6014 1.9631 -0.4144  -0.673
N 0.4820 1.1471 -0.3124  -0.521
N 1.4304 -2.3392 -0.9079  -0.664
H -1.0991 2.5181 -1.0336  0.496
H 1.3215 -2.8887 -1.7622  0.368
H 1.3038 -0.2372 1.0750  0.198
H 2.4178 0.3669 -0.2167  0.220
H -0.1201 -0.8951 -1.2484  0.125
H -0.9548 0.6916 2.1275  0.247
H -1.0192 -0.7965 1.1514  0.232
H -2.4111 0.2849 1.1846  0.243

Calculated values
Gap between HOMO and LUMO   10.01 eV
E_HOMO   -9.17 eV
Calculated total energy   -341.9018 a.u.
Relative energy (zero: lowest compared OMol25 entry of this formula, charge and spin)   267.5 kJ/mol
LUMO   0.0307 hartree
SMILES   [H]/N=C/C/N=C(\C)O

Entry 3:
# C20H26N2O4S

One molecule with the formula C20H26N2O4S (the ωB97M-V functional and the def2-TZVPD basis, OMol25).

Each line ends with the natural charge from an NBO analysis.
Cartesian coordinates (Å):
C 1.8513 4.4180 0.0440  -0.618
C 0.6318 3.5091 0.0602  -0.057
O 1.0979 2.1771 0.0614  -0.526
C 0.1846 1.1495 0.0524  0.254
C -1.1905 1.3063 0.0673  -0.319
C -2.0553 0.2118 0.0489  0.107
C -1.4976 -1.0832 0.0203  0.340
C -0.1220 -1.2412 0.0285  -0.337
C 0.7270 -0.1426 0.0380  0.169
N 2.1184 -0.2478 0.0290  -0.610
C 2.8947 -1.3632 0.0070  0.654
O 2.4752 -2.5086 -0.0082  -0.617
C 4.3395 -1.0896 0.0026  -0.321
C 5.3229 -2.0393 -0.0185  -0.172
C 6.6216 -1.4972 -0.0199  -0.276
C 6.6397 -0.1352 0.0003  -0.153
S 5.0304 0.5075 0.0217  0.403
C 7.8138 0.7756 0.0056  -0.641
H 7.8112 1.4016 0.8977  0.226
H 8.7335 0.1961 -0.0143  0.228
H 7.7937 1.4345 -0.8621  0.226
H 7.5158 -2.0949 -0.0351  0.224
H 5.0994 -3.0904 -0.0327  0.242
H 2.5753 0.6555 0.0391  0.415
H 0.3297 -2.2169 0.0090  0.264
O -2.3732 -2.1327 -0.0291  -0.527
C -1.8586 -3.4461 -0.1349  -0.062
C -3.0456 -4.3925 -0.2336  -0.617
H -3.6502 -4.1391 -1.1002  0.213
H -2.6940 -5.4156 -0.3299  0.214
H -3.6651 -4.3105 0.6557  0.209
H -1.2511 -3.6889 0.7474  0.175
H -1.2267 -3.5339 -1.0284  0.177
N -3.4413 0.3695 -0.0141  -0.437
C -3.9908 1.6482 -0.4069  -0.245
C -5.4251 1.4214 -0.8978  -0.068
H -5.9007 2.3717 -1.1480  0.191
O -6.2276 0.8260 0.0923  -0.524
C -5.6793 -0.4112 0.4904  -0.073
C -4.2557 -0.2427 1.0195  -0.247
H -3.8431 -1.2139 1.2794  0.234
H -4.2798 0.3962 1.9189  0.169
H -6.3388 -0.8014 1.2673  0.192
H -5.6638 -1.1048 -0.3629  0.167
H -5.3971 0.7790 -1.7912  0.166
H -3.3997 2.0638 -1.2244  0.211
H -4.0125 2.3647 0.4321  0.170
H -1.6101 2.2973 0.1043  0.221
H 0.0281 3.7000 0.9585  0.173
H 0.0095 3.6914 -0.8272  0.172
H 1.5380 5.4579 0.0451  0.215
H 2.4464 4.2248 -0.8445  0.214
H 2.4662 4.2289 0.9198  0.214

Calculated values
Gap between HOMO and LUMO   7.57 eV
E_HOMO   -7.10 eV
Calculated total energy   -1586.3612 a.u.
Relative energy (zero: lowest compared OMol25 entry of this formula, charge and spin)   284.7 kJ/mol
LUMO   0.0174 hartree
SMILES   CCOc1cc(N2CCOCC2)c(OCC)cc1NC(=O)c1ccc(C)s1